Record 1
Below is a structure of composition C27H31BaF5N6O2P2 in a non-equilibrium geometry, with properties calculated with ωB97M-V with the def2-TZVPD basis set.

Each line ends with the Mulliken charge.
Atoms and positions in Å:
Ba: 9.223987 12.888108 7.406421  1.5680
C: 14.140451 13.789091 7.302320  -1.4203
P: 12.808147 13.191269 8.452846  1.0659
C: 13.736081 11.949140 9.422322  -1.1310
C: 12.776418 14.558371 9.650573  0.5344
C: 13.474627 15.757270 9.493813  -0.6703
C: 13.240215 16.815161 10.365777  -0.5287
C: 12.471636 16.613506 11.517203  -0.7785
C: 11.807654 15.387959 11.723280  -0.3826
C: 11.871620 14.424683 10.728763  -0.2394
P: 10.648627 13.131412 10.732548  0.5049
C: 11.087226 12.206235 12.245062  -1.4392
C: 9.124122 14.091846 11.239949  -1.1878
H: 15.115391 13.824458 7.824525  0.3914
H: 13.876123 14.773191 6.836241  0.3040
H: 14.213113 13.051778 6.494327  0.3660
H: 14.776495 12.265174 9.629713  0.3683
H: 13.711572 11.046267 8.774875  0.3675
H: 13.157004 11.681630 10.305362  0.2498
H: 14.192406 15.847783 8.698291  0.3898
H: 13.644451 17.817024 10.155321  0.4067
H: 12.309532 17.433081 12.207943  0.3971
H: 11.150436 15.224380 12.630317  0.1768
H: 10.720694 12.762405 13.121175  0.4007
H: 12.160536 12.043493 12.389062  0.4067
H: 10.570636 11.226115 12.226690  0.3901
H: 9.021645 14.345878 12.299532  0.4324
H: 8.237678 13.521085 10.947317  0.4907
H: 9.133094 15.038941 10.669024  0.2333
C: 10.144845 16.021554 4.789096  -1.2330
C: 9.889763 16.500071 6.154600  0.4915
N: 9.505222 15.712703 7.172446  0.5083
C: 9.328704 16.567359 8.254587  -0.6305
C: 9.731944 17.824117 7.942008  -0.8391
N: 10.008472 17.775699 6.569611  0.3360
C: 10.663794 18.863043 5.871958  -1.3327
N: 11.999900 19.198444 6.348947  0.5836
N: 12.965011 18.221622 6.184744  -0.3511
N: 14.078412 18.653254 6.779351  -0.6540
C: 13.812477 19.850232 7.446447  0.1254
C: 14.604167 20.627013 8.292274  -0.5587
C: 13.940777 21.647746 9.003470  -0.4310
C: 12.554374 21.888901 8.841369  -0.6760
C: 11.817996 21.209883 7.872957  -0.4321
C: 12.489946 20.218667 7.181320  1.1088
H: 10.836823 15.169590 4.775307  0.2275
H: 10.551694 16.856214 4.184297  0.2966
H: 9.146364 15.724526 4.296898  0.2561
H: 8.886401 16.268305 9.190103  0.4331
H: 9.721408 18.754554 8.489744  0.4883
H: 10.034328 19.743410 6.002971  0.3387
H: 10.792323 18.687809 4.784000  0.4092
H: 15.637610 20.268068 8.455433  0.3977
H: 14.563544 22.233407 9.663530  0.3909
H: 12.089935 22.674990 9.458411  0.3662
H: 10.705671 21.287032 7.780420  0.3464
O: 12.520069 9.932152 6.193349  -0.6424
C: 11.381313 9.669636 6.520594  0.1153
C: 10.829707 8.199668 6.496990  -0.4753
C: 9.621641 8.306604 7.452370  -0.5910
C: 9.342580 9.842628 7.459982  0.7674
O: 8.231765 10.418098 7.763693  -0.8255
N: 10.443627 10.550500 7.056381  -0.3660
H: 11.541911 7.445063 6.737529  0.3112
H: 10.483804 7.988574 5.478166  0.2399
H: 9.901520 7.990083 8.490535  0.2458
H: 8.767087 7.744335 7.150503  0.3550
F: 5.150054 13.084759 8.239906  -0.3239
C: 5.894269 13.446488 7.161732  -0.2873
F: 5.291120 12.910623 6.050068  -0.3358
C: 5.926795 14.963489 7.065413  1.0190
F: 4.714567 15.533844 6.932458  -0.2977
F: 6.686130 15.273524 5.942427  -0.2847
F: 6.548559 15.526387 8.166435  -0.2573

Cartesian forces, eV/Å:
Ba -0.859 -0.032 0.252
C -0.112 0.043 -0.137
P 0.353 0.645 -0.747
C -0.042 -0.762 -0.888
C -0.485 0.382 0.405
C -0.220 -0.231 0.367
C -0.039 0.256 0.417
C -0.402 -0.349 -0.141
C -0.119 0.989 0.561
C 0.679 0.644 -0.044
P -0.966 -0.537 -0.146
C -0.619 -0.556 0.707
C 0.100 0.052 -0.286
H -0.405 0.236 -0.322
H 0.261 -0.813 0.486
H 0.032 0.105 0.126
H -0.625 -0.216 0.109
H 0.360 0.357 0.389
H 0.271 0.135 0.167
H -0.014 0.265 -0.239
H 0.005 -0.596 0.177
H 0.120 -0.062 0.034
H 0.879 0.365 -1.191
H 0.146 -0.182 -0.146
H -0.204 0.058 -0.327
H 0.320 0.461 0.104
H 0.219 -0.112 -0.072
H 0.035 0.073 0.046
H -0.038 -0.528 0.297
C -1.147 0.157 -1.499
C -0.182 -1.278 1.725
N -0.138 1.222 -0.577
C 0.578 0.060 -0.172
C -0.674 -0.189 -0.772
N 1.031 0.614 0.362
C 0.104 0.852 -0.547
N 1.003 -0.813 0.859
N 1.837 2.832 1.288
N -2.012 -0.891 -0.611
C -0.626 -0.382 -1.169
C -0.303 -0.206 0.711
C 0.867 -0.990 -0.888
C 0.111 0.532 -0.348
C -1.028 0.275 0.826
C -0.711 -1.790 -0.520
H -0.180 0.291 -0.043
H -0.063 -0.814 0.160
H 1.484 0.293 0.740
H 0.162 -0.194 -0.112
H 0.045 -0.135 -0.062
H 0.160 0.118 -0.128
H -0.502 -0.205 0.814
H -0.605 0.761 0.060
H -0.330 0.152 0.253
H 0.175 -0.558 -0.395
H 1.177 0.313 0.056
O -0.275 0.472 -0.155
C 0.220 -1.035 0.881
C -1.321 1.518 -0.075
C 0.755 0.843 0.613
C -1.194 0.609 -0.012
O 2.746 -1.403 -0.356
N -0.431 -1.063 -0.416
H 0.736 -0.238 0.350
H 0.018 0.104 0.090
H -0.270 0.336 -0.778
H -0.687 -0.280 -0.146
F -1.030 0.062 0.655
C 3.674 0.083 0.300
F -0.688 0.358 -0.361
C -0.097 -1.469 -0.423
F 0.357 0.830 -0.035
F -0.721 0.439 0.979
F -0.654 -0.282 -1.077

Summary:
charge	0
orbital gap	5.70	eV
ΔE to the lowest compared entry with this formula, charge and spin	1.3689	eV
2S+1	1
maximum force	0.0717	hartree/bohr

---

Record 2
Below is a structure of composition C27H31ClCoN3OSSeSi2 in a non-equilibrium geometry, with properties calculated with ωB97M-V with the def2-TZVPD basis set.

Each line ends with the Mulliken charge.
Atoms and positions in Å:
Co: 0.204563 -0.365703 -0.045323  -0.1435
Cl: -5.527953 -1.721051 4.220136  -0.2789
C: -3.977484 -1.564551 3.414256  0.1806
C: -2.960354 -2.503247 3.685304  -0.5545
C: -1.750868 -2.400965 3.068265  -0.6345
C: -1.465587 -1.361151 2.120821  0.3422
O: -0.335595 -1.330006 1.551844  -0.4049
C: -2.518759 -0.411375 1.877000  0.3864
C: -2.395390 0.668712 0.953216  0.2828
N: -1.352835 0.941878 0.254877  0.1859
C: -1.363885 2.003705 -0.674320  0.4032
C: -2.255956 3.038286 -0.720261  -0.5606
C: -2.167966 4.028582 -1.724016  -0.8685
C: -1.190247 3.987109 -2.670422  -0.8401
C: -0.234638 2.943133 -2.646066  0.7685
C: 0.816288 2.822247 -3.585747  -0.7416
C: 1.673513 1.773728 -3.493952  -1.0706
C: 1.512823 0.836969 -2.448570  0.0026
N: 0.570506 0.924724 -1.558688  0.6799
C: -0.319299 1.957302 -1.646647  0.2243
C: -3.760152 -0.548615 2.539089  -1.0404
H: -3.151670 -3.304652 4.388171  0.4002
H: -0.957087 -3.110270 3.266713  0.5203
H: -3.299198 1.271793 0.815103  0.1124
H: -3.033146 3.118691 0.028115  0.4033
H: -2.892353 4.833938 -1.736709  0.3692
H: -1.129114 4.747856 -3.439800  0.3852
H: 0.926824 3.570512 -4.362200  0.3915
H: 2.483735 1.646559 -4.199662  0.4148
H: 2.177545 -0.010822 -2.338845  0.4790
H: -4.549349 0.169063 2.343237  0.3854
C: 1.317801 -5.645527 -0.181614  -1.0422
Si: -0.513238 -5.580533 -0.483067  0.2269
C: -1.383579 -6.066420 1.108277  -1.0637
C: -0.937544 -6.890092 -1.764371  -1.1291
C: -1.271876 -3.963603 -1.058725  0.5592
C: -2.651181 -3.958787 -1.202146  -0.3090
C: -3.360339 -2.789767 -1.463750  -1.2197
C: -2.632526 -1.619600 -1.512932  -0.2410
N: -1.306600 -1.572791 -1.396690  -0.0417
C: -0.598924 -2.721796 -1.217356  0.4859
S: 1.112439 -2.490107 -1.106529  -0.7003
H: 1.569195 -6.620978 0.248815  0.3457
H: 1.637673 -4.856342 0.501633  0.2798
H: 1.874594 -5.510692 -1.110739  0.3076
H: -1.279302 -7.142752 1.278292  0.3517
H: -2.449643 -5.827658 1.079868  0.3543
H: -0.952524 -5.543002 1.968047  0.2662
H: -0.586554 -7.870535 -1.425835  0.3047
H: -0.461082 -6.671226 -2.723777  0.3308
H: -2.016438 -6.958870 -1.931380  0.3069
H: -3.202490 -4.890424 -1.088234  0.2664
H: -4.436366 -2.784407 -1.575525  0.3923
H: -3.128261 -0.660324 -1.648181  0.3550
C: 5.140921 -1.290960 1.774120  -1.0659
Si: 4.363435 -0.034259 0.613790  0.5515
C: 5.489700 1.475235 0.606902  -1.0822
C: 4.483784 -0.801864 -1.103252  -0.8445
Se: 2.334033 0.558929 1.298032  -0.5505
H: 6.208901 -1.419981 1.557589  0.3174
H: 4.646363 -2.259739 1.658308  0.2426
H: 5.029145 -0.978182 2.814752  0.2666
H: 6.472766 1.258070 0.169942  0.3529
H: 5.637311 1.834964 1.628986  0.2541
H: 5.020279 2.279704 0.035806  0.2320
H: 5.457218 -1.291603 -1.220885  0.4247
H: 4.391129 -0.046842 -1.890311  0.2425
H: 3.704063 -1.554221 -1.248780  0.0923

Cartesian forces, eV/Å:
Co 0.952 -0.635 0.153
Cl 0.081 -0.011 -0.025
C -0.074 -0.114 0.123
C -0.069 0.023 0.026
C 0.008 0.046 -0.025
C -0.127 0.110 -0.060
O -0.267 -0.486 0.556
C -0.018 -0.039 0.018
C -0.320 -0.135 0.156
N 0.085 0.616 -0.402
C 0.145 -0.290 0.088
C -0.158 0.271 0.001
C -0.140 -0.023 0.142
C 0.123 -0.010 -0.083
C -0.013 -0.024 0.041
C -0.086 0.120 0.008
C 0.180 -0.133 -0.008
C 0.317 -0.134 -0.165
N -0.395 0.874 -0.608
C 0.030 -0.079 0.065
C 0.004 0.061 -0.060
H -0.015 0.011 -0.004
H -0.015 0.023 -0.022
H 0.009 -0.045 0.092
H -0.003 0.043 -0.016
H -0.002 -0.027 0.040
H 0.025 -0.022 0.006
H -0.039 -0.013 -0.011
H -0.003 -0.020 0.037
H 0.012 0.007 -0.041
H 0.021 -0.002 -0.021
C 0.173 0.066 0.029
Si -0.021 -0.098 -0.082
C -0.050 -0.007 0.142
C -0.035 -0.088 -0.043
C 0.113 0.172 0.042
C -0.028 -0.045 -0.042
C -0.016 -0.010 -0.023
C 0.126 0.052 -0.012
N -0.088 -0.299 0.202
C -0.171 0.124 -0.036
S -0.109 0.065 -0.037
H -0.010 -0.009 -0.023
H -0.024 -0.082 -0.043
H 0.010 -0.004 0.061
H 0.004 0.043 0.040
H 0.024 -0.033 0.008
H -0.039 -0.019 -0.089
H -0.025 0.032 -0.043
H -0.023 0.002 0.037
H 0.044 -0.006 -0.011
H 0.011 0.047 0.003
H 0.020 0.003 0.005
H 0.013 -0.014 0.039
C 0.111 -0.126 0.053
Si -0.214 0.044 0.033
C 0.149 0.062 -0.013
C -0.017 -0.029 -0.098
Se -0.129 0.129 -0.126
H -0.062 -0.015 0.022
H 0.009 0.040 0.036
H 0.004 -0.008 -0.033
H -0.065 0.008 0.045
H -0.007 0.018 -0.042
H 0.036 -0.006 0.006
H -0.033 0.035 -0.020
H 0.010 -0.034 0.032
H 0.059 0.027 -0.020

Summary:
charge	-1
orbital gap (spin up / spin down)	5.71 / 5.67	eV
ΔE to the lowest compared entry with this formula, charge and spin	0.1581	eV
2S+1	4
maximum force	0.0225	hartree/bohr

---

Record 3
Below is a structure of composition C27H31ClMnN4O8 in a non-equilibrium geometry, with properties calculated with ωB97M-V with the def2-TZVPD basis set.

Each line ends with the Mulliken charge.
Atoms and positions in Å:
Mn: 0.400997 0.606440 -0.848390  -1.1068
Cl: 0.229301 3.737481 -0.861093  -0.2855
N: 2.418236 0.289400 0.039288  0.6040
N: -1.513844 -0.008522 -1.552140  0.2832
C: 3.446165 0.819198 -0.612733  0.5776
C: -1.804801 -0.052611 -2.833627  0.7758
C: 2.996723 -0.416347 1.181620  1.1584
C: 4.376209 0.246955 1.303375  -0.8186
C: 3.132672 -1.884076 0.827071  -1.3865
C: 2.183106 -0.253750 2.433992  -2.0567
H: 3.730553 -2.000143 -0.084231  0.2245
H: 2.144359 -2.337984 0.677407  0.2277
H: 3.634167 -2.391580 1.656254  0.4851
H: 1.992753 0.800380 2.642486  0.4249
H: 2.744741 -0.679172 3.264974  0.5157
H: 1.229104 -0.787496 2.372174  0.2396
C: -2.678123 -0.571229 -0.834028  1.5492
C: -3.552086 -1.100948 -1.973800  -0.9199
C: -3.364166 0.540637 -0.071336  -1.4541
C: -2.190074 -1.665779 0.086815  -1.5257
H: -1.736381 -2.470389 -0.502660  0.4608
H: -3.040874 -2.058248 0.634681  0.5021
H: -1.461546 -1.268354 0.812852  -0.1570
H: -3.753683 1.293212 -0.768062  0.4989
H: -2.651900 1.005395 0.630428  -0.0745
H: -4.188560 0.112052 0.496769  0.4547
O: -2.927663 -0.633575 -3.199937  -0.4160
H: -4.569777 -0.712713 -1.929938  0.3620
H: -3.563288 -2.191399 -1.977492  0.3684
O: 4.607517 0.856995 0.008803  -0.4456
H: 5.181236 -0.470788 1.504342  0.3148
H: 4.372900 1.042676 2.065220  0.3863
C: 3.321561 1.237983 -2.021132  -1.2480
C: -0.842336 0.408882 -3.854057  -1.3096
C: 0.393436 -0.395717 -3.515986  0.7996
H: -0.741397 1.510692 -3.746720  0.2254
H: -1.240953 0.250058 -4.868005  0.4067
C: 1.186377 -0.115492 -2.405094  0.7516
C: 2.554137 0.054930 -2.597494  0.8158
H: -0.016408 2.408354 -1.116705  0.2204
C: 3.118512 -0.950660 -3.393516  0.9604
C: 2.285071 -1.712606 -4.216114  -1.4560
C: 4.585064 -1.147723 -3.313793  -1.5431
C: 0.930750 -1.411352 -4.325889  0.8959
H: 2.692655 -2.584882 -4.750745  0.2465
C: 0.001790 -2.075638 -5.266483  -1.6010
H: 0.505500 -2.953439 -5.674542  0.4207
H: -0.373884 -1.448799 -6.093827  0.2700
H: -0.891088 -2.417407 -4.717631  0.2879
H: 5.207242 -0.278854 -3.571843  0.2660
H: 4.857661 -1.996927 -3.941937  0.4235
H: 4.847211 -1.406009 -2.276204  0.2364
H: 4.309951 1.434108 -2.461859  0.4162
H: 2.783305 2.208004 -2.059452  0.1621
O: 0.431600 2.367622 2.331114  -0.7638
C: -0.437572 1.499772 2.149325  -0.7339
O: -0.458507 0.624856 1.163419  0.4399
C: -1.521418 1.416819 3.209089  1.1545
C: -2.405461 0.333755 3.254874  -0.0076
C: -3.419567 0.270788 4.229526  -0.7214
C: -3.522125 1.227127 5.234740  -0.6114
C: -2.615197 2.290909 5.225635  -0.1089
C: -1.631033 2.405791 4.219628  -0.4999
N: -2.652860 3.299870 6.255045  0.9963
O: -3.519299 3.169268 7.146881  -0.6408
O: -1.833137 4.242366 6.217940  -0.6269
N: -4.441984 -0.756654 4.115024  0.8422
O: -4.394139 -1.513545 3.112878  -0.7456
O: -5.319590 -0.839002 4.999408  -0.7938
H: -2.351162 -0.465381 2.520662  0.3002
H: -4.275831 1.169168 6.007082  0.5531
H: -0.930848 3.243250 4.207670  0.5533

Cartesian forces, eV/Å:
Mn -1.125 -0.962 3.620
Cl -0.005 -0.228 -0.263
N 1.670 1.584 -2.014
N -0.309 0.393 -2.442
C -2.493 -0.561 1.842
C 0.719 0.321 2.323
C -0.240 0.118 0.418
C 0.080 0.106 0.618
C -0.004 -0.277 -0.145
C -0.073 0.017 0.577
H -0.083 -0.127 0.067
H 0.252 0.107 -0.029
H -0.045 -0.106 -0.110
H -0.069 -0.120 -0.042
H 0.055 -0.066 0.187
H 0.174 0.189 -0.084
C 0.591 0.394 0.465
C -0.271 -0.274 0.224
C 0.038 0.311 0.269
C 0.110 -0.257 0.235
H 0.029 0.029 0.096
H -0.106 -0.204 0.244
H -0.340 -0.163 -0.422
H 0.062 -0.032 0.113
H -0.425 -0.191 -0.364
H -0.107 0.090 0.153
O -0.383 -0.029 0.061
H 0.076 -0.045 -0.111
H -0.052 0.018 -0.243
O 0.464 -0.395 -0.003
H -0.157 0.254 -0.107
H 0.062 -0.196 -0.316
C 0.028 -0.059 0.601
C -0.831 -0.160 0.176
C 2.075 -1.214 -0.620
H 0.471 -0.713 0.076
H 0.307 -0.268 0.424
C -0.582 3.877 -0.980
C -0.222 -1.413 -1.609
H 0.057 0.611 0.138
C 0.129 1.168 -0.426
C 0.090 -0.833 0.360
C 0.773 -0.611 0.074
C -0.391 1.323 -0.380
H -0.145 0.521 0.142
C -0.446 -0.796 -0.580
H -0.247 -0.034 -0.251
H 0.362 -0.147 0.232
H 0.236 -0.022 -0.261
H -0.302 -0.182 -0.148
H 0.297 0.094 -0.006
H 0.110 -0.010 -0.239
H -0.365 -0.420 0.078
H -0.085 -0.692 -0.169
O -0.561 -0.808 -0.734
C 0.870 0.513 0.097
O 0.238 1.104 -0.125
C -0.974 -0.643 0.747
C 0.532 0.350 -0.564
C -1.642 -1.538 -0.334
C 0.424 0.981 0.602
C 0.475 -0.960 -1.342
C 0.528 0.196 -0.445
N -0.377 0.999 1.376
O 1.407 0.502 -1.169
O -1.415 -1.522 0.153
N 2.003 1.926 0.224
O 0.051 -0.555 -0.654
O -0.560 -0.046 0.568
H -0.059 0.263 0.247
H -0.013 -0.137 -0.171
H -0.343 -0.344 0.075

Summary:
charge	-1
orbital gap (spin up / spin down)	3.69 / 6.75	eV
2S+1	5
maximum force	0.0786	hartree/bohr